(1)
Below is a molecular structure, C26H21N3PtS4, with properties calculated with ωB97M-V/def2-TZVPD.

Computed properties:
**Lowest unoccupied orbital energy**: -7.01 eV
**M**: 698.821 g/mol
**Maximum force**: 0.34 eV/A
**Total charge**: +2
**Electronic energy**: -2879.30096 Ha

Element x y z (Å)
H1 2.41 0.43 2.23
C1 1.11 5.05 1.99
C2 0.91 -4.54 -0.43
C3 -3.86 -0.19 -2.04
N1 1.86 3.86 -0.11
H2 4.09 -5.38 0.41
H3 -1.22 -0.38 -4.87
N2 -0.19 -0.66 1.74
C4 0.35 4.85 3.12
S1 -1.98 0.65 -0.20
C5 -0.75 -1.73 4.18
H4 -3.44 -0.20 1.51
S2 -0.41 -2.21 -0.81
H5 -4.60 -0.13 -1.26
C6 2.21 -2.60 0.07
H6 -0.74 1.65 2.65
C7 2.19 -0.62 2.05
C8 -4.24 -0.54 -3.33
C9 3.23 -4.75 0.22
H7 2.42 4.56 -0.57
S3 2.38 -0.84 0.24
H8 0.25 5.64 3.84
H9 -3.59 -0.86 -5.34
C10 -0.21 2.58 2.45
C11 -1.47 -0.87 2.07
N3 0.86 1.93 0.22
C12 3.33 -3.38 0.32
H10 -2.78 -1.51 0.49
C13 1.20 3.99 1.10
H11 2.97 -1.22 2.53
C14 0.82 -0.97 2.56
H12 1.94 -6.40 -0.24
H13 1.39 -1.79 4.45
H14 -0.97 -2.16 5.14
C15 -0.31 3.63 3.34
H15 -0.02 -5.00 -0.74
C16 2.02 -5.33 -0.15
C17 -2.54 -0.59 1.04
H16 2.02 2.29 -1.53
C18 -1.96 -0.32 -4.08
C19 -1.78 -1.40 3.31
H17 1.61 5.99 1.81
C20 0.56 2.77 1.31
H18 -2.81 -1.56 3.59
C21 1.00 -3.15 -0.33
H19 -5.28 -0.75 -3.54
C22 0.57 -1.53 3.80
C23 -1.55 0.02 -2.80
S4 0.16 0.42 -2.51
C24 -2.52 0.07 -1.79
H20 4.27 -2.92 0.59
C25 -3.29 -0.59 -4.34
Pt1 0.21 -0.06 -0.23
H21 -0.90 3.51 4.24
C26 1.63 2.64 -0.59

Results of the Löwdin charge analysis, in e, for atoms 1 through 5:
1 H 0.10
2 C 0.02
3 C -0.09
4 C -0.07
5 N 0.17


(2)
Below is a single CH4IP molecule in a non-equilibrium geometry, with properties calculated with ωB97M-V/def2-TZVPD.

Computed properties:
**Lowest unoccupied orbital energy**: -1.89 eV
**M**: 173.921 g/mol
**SMILES**: C=[PH2]I
**Energy above the lowest of the compared OMol25 structures with the same formula, charge and spin**: 2.818 eV
**Maximum force**: 4.00 eV/A
**Total charge**: 0
**Electronic energy**: -679.44739 Ha

Element x y z (Å)
H1 -1.23 -0.85 -1.18
H2 0.65 0.87 1.01
P1 -0.95 -0.18 -0.01
I1 -3.96 -0.06 0.02
C1 0.62 0.56 0.04
H3 -0.82 -1.08 0.99
H4 0.96 1.25 -0.75

Results of the Löwdin charge analysis, in e, for atoms 1 through 5:
1 H -0.09
2 H -0.06
3 P 0.61
4 I -0.15
5 C -0.26


(3)
Below is 2 unconnected molecules or ions with the total composition C5H14 in a non-equilibrium geometry, with properties calculated with ωB97M-V/def2-TZVPD.

Computed properties:
**Lowest unoccupied orbital energy (alpha / beta)**: -3.00 / -11.00 eV
**Spin multiplicity**: 2
**M**: 74.167 g/mol
**Energy above the lowest of the compared OMol25 structures with the same formula, charge and spin**: 1.830 eV
**Maximum force**: 6.58 eV/A
**Total charge**: +1
**Electronic energy**: -198.41973 Ha

Element x y z (Å)
C1 -1.57 -0.59 1.23
H1 -0.01 -1.09 -0.14
C2 -0.51 -1.51 0.57
H2 -1.95 0.11 0.49
C3 0.84 1.12 -1.94
H3 0.09 0.42 -1.74
H4 1.07 -2.84 1.27
H5 1.46 -1.24 1.60
C4 0.51 -1.93 1.65
H6 1.39 2.68 -0.50
H7 -2.48 -1.05 1.65
H8 -0.90 -0.12 2.06
H9 0.63 1.50 -3.02
H10 1.86 0.78 -2.06
H11 -0.03 -2.11 2.55
C5 0.54 2.43 -1.18
H12 -1.09 -2.43 0.15
H13 0.56 3.28 -1.93
H14 -0.40 2.58 -0.69

Results of the Löwdin charge analysis, in e, for atoms 1 through 5:
1 C 0.02
2 H 0.02
3 C -0.17
4 H 0.11
5 C -0.14


Repeat the first record exactly.
Below is a molecular structure, C26H21N3PtS4, with properties calculated with ωB97M-V/def2-TZVPD.

Computed properties:
**Lowest unoccupied orbital energy**: -7.01 eV
**M**: 698.821 g/mol
**Maximum force**: 0.34 eV/A
**Total charge**: +2
**Electronic energy**: -2879.30096 Ha

Element x y z (Å)
H1 2.41 0.43 2.23
C1 1.11 5.05 1.99
C2 0.91 -4.54 -0.43
C3 -3.86 -0.19 -2.04
N1 1.86 3.86 -0.11
H2 4.09 -5.38 0.41
H3 -1.22 -0.38 -4.87
N2 -0.19 -0.66 1.74
C4 0.35 4.85 3.12
S1 -1.98 0.65 -0.20
C5 -0.75 -1.73 4.18
H4 -3.44 -0.20 1.51
S2 -0.41 -2.21 -0.81
H5 -4.60 -0.13 -1.26
C6 2.21 -2.60 0.07
H6 -0.74 1.65 2.65
C7 2.19 -0.62 2.05
C8 -4.24 -0.54 -3.33
C9 3.23 -4.75 0.22
H7 2.42 4.56 -0.57
S3 2.38 -0.84 0.24
H8 0.25 5.64 3.84
H9 -3.59 -0.86 -5.34
C10 -0.21 2.58 2.45
C11 -1.47 -0.87 2.07
N3 0.86 1.93 0.22
C12 3.33 -3.38 0.32
H10 -2.78 -1.51 0.49
C13 1.20 3.99 1.10
H11 2.97 -1.22 2.53
C14 0.82 -0.97 2.56
H12 1.94 -6.40 -0.24
H13 1.39 -1.79 4.45
H14 -0.97 -2.16 5.14
C15 -0.31 3.63 3.34
H15 -0.02 -5.00 -0.74
C16 2.02 -5.33 -0.15
C17 -2.54 -0.59 1.04
H16 2.02 2.29 -1.53
C18 -1.96 -0.32 -4.08
C19 -1.78 -1.40 3.31
H17 1.61 5.99 1.81
C20 0.56 2.77 1.31
H18 -2.81 -1.56 3.59
C21 1.00 -3.15 -0.33
H19 -5.28 -0.75 -3.54
C22 0.57 -1.53 3.80
C23 -1.55 0.02 -2.80
S4 0.16 0.42 -2.51
C24 -2.52 0.07 -1.79
H20 4.27 -2.92 0.59
C25 -3.29 -0.59 -4.34
Pt1 0.21 -0.06 -0.23
H21 -0.90 3.51 4.24
C26 1.63 2.64 -0.59

Results of the Löwdin charge analysis, in e, for atoms 1 through 5:
1 H 0.10
2 C 0.02
3 C -0.09
4 C -0.07
5 N 0.17


What did the second record say?
Below is a single CH4IP molecule in a non-equilibrium geometry, with properties calculated with ωB97M-V/def2-TZVPD.

Computed properties:
**Lowest unoccupied orbital energy**: -1.89 eV
**M**: 173.921 g/mol
**SMILES**: C=[PH2]I
**Energy above the lowest of the compared OMol25 structures with the same formula, charge and spin**: 2.818 eV
**Maximum force**: 4.00 eV/A
**Total charge**: 0
**Electronic energy**: -679.44739 Ha

Element x y z (Å)
H1 -1.23 -0.85 -1.18
H2 0.65 0.87 1.01
P1 -0.95 -0.18 -0.01
I1 -3.96 -0.06 0.02
C1 0.62 0.56 0.04
H3 -0.82 -1.08 0.99
H4 0.96 1.25 -0.75

Results of the Löwdin charge analysis, in e, for atoms 1 through 5:
1 H -0.09
2 H -0.06
3 P 0.61
4 I -0.15
5 C -0.26


What did the first record say?
Below is a molecular structure, C26H21N3PtS4, with properties calculated with ωB97M-V/def2-TZVPD.

Computed properties:
**Lowest unoccupied orbital energy**: -7.01 eV
**M**: 698.821 g/mol
**Maximum force**: 0.34 eV/A
**Total charge**: +2
**Electronic energy**: -2879.30096 Ha

Element x y z (Å)
H1 2.41 0.43 2.23
C1 1.11 5.05 1.99
C2 0.91 -4.54 -0.43
C3 -3.86 -0.19 -2.04
N1 1.86 3.86 -0.11
H2 4.09 -5.38 0.41
H3 -1.22 -0.38 -4.87
N2 -0.19 -0.66 1.74
C4 0.35 4.85 3.12
S1 -1.98 0.65 -0.20
C5 -0.75 -1.73 4.18
H4 -3.44 -0.20 1.51
S2 -0.41 -2.21 -0.81
H5 -4.60 -0.13 -1.26
C6 2.21 -2.60 0.07
H6 -0.74 1.65 2.65
C7 2.19 -0.62 2.05
C8 -4.24 -0.54 -3.33
C9 3.23 -4.75 0.22
H7 2.42 4.56 -0.57
S3 2.38 -0.84 0.24
H8 0.25 5.64 3.84
H9 -3.59 -0.86 -5.34
C10 -0.21 2.58 2.45
C11 -1.47 -0.87 2.07
N3 0.86 1.93 0.22
C12 3.33 -3.38 0.32
H10 -2.78 -1.51 0.49
C13 1.20 3.99 1.10
H11 2.97 -1.22 2.53
C14 0.82 -0.97 2.56
H12 1.94 -6.40 -0.24
H13 1.39 -1.79 4.45
H14 -0.97 -2.16 5.14
C15 -0.31 3.63 3.34
H15 -0.02 -5.00 -0.74
C16 2.02 -5.33 -0.15
C17 -2.54 -0.59 1.04
H16 2.02 2.29 -1.53
C18 -1.96 -0.32 -4.08
C19 -1.78 -1.40 3.31
H17 1.61 5.99 1.81
C20 0.56 2.77 1.31
H18 -2.81 -1.56 3.59
C21 1.00 -3.15 -0.33
H19 -5.28 -0.75 -3.54
C22 0.57 -1.53 3.80
C23 -1.55 0.02 -2.80
S4 0.16 0.42 -2.51
C24 -2.52 0.07 -1.79
H20 4.27 -2.92 0.59
C25 -3.29 -0.59 -4.34
Pt1 0.21 -0.06 -0.23
H21 -0.90 3.51 4.24
C26 1.63 2.64 -0.59

Results of the Löwdin charge analysis, in e, for atoms 1 through 5:
1 H 0.10
2 C 0.02
3 C -0.09
4 C -0.07
5 N 0.17


- Among the records above, which one has the highest electronic energy?
  C5H14